# C10H8O4S

C10H8O4S in the gas phase (ωB97M-V/def2-TZVPD, the OMol25 dataset).

Geometry as XYZ:
```
23
Properties=species:S:1:pos:R:3:forces:R:3:mulliken_charge:R:1
C -2.177634 0.930658 -1.992626 -0.4 -0.1 -1.6 -0.419
C -0.947083 0.843901 -2.666888 1.8 -0.9 -0.9 -0.432
C -2.329741 0.260580 -0.775231 -1.1 1.7 0.0 -0.579
C 0.066971 0.068292 -2.074564 3.8 0.0 -1.9 -0.087
C -1.280854 -0.440357 -0.239581 -1.6 0.0 0.3 0.599
C -0.084085 -0.569147 -0.873471 -0.3 -0.6 0.3 0.043
C -1.390604 -1.089316 1.062780 -0.7 0.9 2.5 0.276
C 2.373074 -0.781683 0.563452 -1.7 -2.0 -1.2 -1.119
C 2.136197 0.216249 1.398006 0.5 0.6 1.5 1.265
C 0.884194 0.665023 2.068499 0.7 -1.9 2.3 -1.377
O 3.173647 0.996665 1.795632 1.0 0.6 -1.1 -0.501
O 1.209547 -2.906592 -0.490384 -0.6 0.4 0.5 -0.699
O -0.291661 -1.845752 1.283101 0.9 -1.0 -0.5 -0.390
O -2.159613 -0.854078 1.982970 0.8 -0.7 -2.0 -0.559
S 0.954919 -1.632340 0.128488 1.9 0.6 -0.9 1.179
H -3.052310 1.372933 -2.539726 1.0 -0.1 1.0 0.339
H -0.553319 1.181335 -3.710826 -1.8 0.0 2.0 0.272
H -3.230665 0.445660 -0.157485 0.5 -0.5 -0.6 0.404
H 1.149815 -0.042564 -2.612397 -2.9 0.3 1.2 0.249
H 0.155905 -0.124209 2.316042 1.2 0.2 0.5 0.444
H 0.331160 1.167446 1.382107 -1.4 2.5 -2.0 0.372
H 1.105712 1.223618 2.977213 -0.1 0.2 -0.3 0.374
H 3.956428 0.913677 1.174889 -1.3 -0.3 1.0 0.347
```
Positions in Å, forces in eV/Å.

Properties
Charge: 0
Orbital gap, eV: 8.5